Entry 1:
This record from OMol25 describes a molecular structure, C23H17FeN5 in a non-equilibrium geometry. The level of theory is ωB97M-V/def2-TZVPD.

```
46
Properties=species:S:1:pos:R:3:lowdin_spin:R:1
Fe -0.46173 -0.10390 -1.18532 1.1891
C 4.84962 -1.16931 -1.01976 -0.0045
C 4.01322 -0.04697 -1.07803 0.0006
C 2.64750 -0.22765 -1.06940 -0.0015
C 2.12328 -1.52517 -1.00571 -0.0074
C 2.95720 -2.65452 -0.95299 -0.0044
C 4.32031 -2.46399 -0.95808 -0.0001
N 0.70923 -1.63777 -1.01445 -0.0509
N 0.22816 -2.79015 -0.92683 -0.0058
C -1.17970 -2.75934 -0.98518 -0.0040
C -1.89671 -3.93584 -0.90454 -0.0013
C -3.28551 -3.85120 -0.95269 0.0041
C -3.88056 -2.60474 -1.08059 0.0004
C -3.07853 -1.47157 -1.16436 -0.0023
N -1.74530 -1.54693 -1.11523 -0.0381
H 5.92388 -1.03310 -1.02598 -0.0002
H 4.43843 0.94557 -1.13578 0.0001
H 1.98597 0.63407 -1.11287 0.0005
H 2.53162 -3.64725 -0.91988 -0.0002
H 4.98267 -3.31782 -0.92066 -0.0002
H -1.37282 -4.87810 -0.81708 -0.0006
H -3.88857 -4.74787 -0.89559 0.0001
H -4.95573 -2.49936 -1.12416 -0.0002
H -3.51375 -0.48658 -1.27706 -0.0009
C -0.52931 -0.72123 3.06346 -0.0018
C -0.48969 -0.92723 1.68810 -0.0013
N -0.48152 0.07581 0.79185 -0.0621
C -0.51927 1.32378 1.27071 -0.0015
C -0.54876 1.63948 2.64063 -0.0034
C -0.55239 0.56540 3.55711 0.0125
C -0.58164 2.99900 3.01950 -0.0011
C -0.59062 4.02339 2.05287 -0.0047
C -0.58020 3.72158 0.67344 -0.0001
C -0.61113 4.69732 -0.34942 -0.0039
C -0.61676 4.28023 -1.66429 0.0001
C -0.58673 2.91784 -1.94344 -0.0011
N -0.54959 1.96708 -0.98678 -0.0035
C -0.54793 2.37309 0.28401 0.0006
H -0.53982 -1.57541 3.72626 -0.0006
H -0.45979 -1.93108 1.29107 -0.0003
H -0.57455 0.75661 4.62352 0.0003
H -0.60552 3.26631 4.06943 -0.0003
H -0.61232 5.05631 2.38031 -0.0002
H -0.63216 5.75118 -0.09731 -0.0001
H -0.64697 4.99005 -2.47951 0.0001
H -0.59551 2.57001 -2.96929 0.0000
```

As for the total charge: +3. As for the expectation value of S²: 0.8563. The value obtained for the LUMO energy (alpha / beta) is -12.74 / -12.08 eV. The calculation puts the total energy at -2423.10157 Eh. Its multiplicity is 2.

=====

Entry 2:
This record from OMol25 describes a molecular structure, C23H17IrN4SSe2 in a non-equilibrium geometry. The level of theory is ωB97M-V/def2-TZVPD.

```
48
Properties=species:S:1:pos:R:3:lowdin_spin:R:1
Ir 0.38329 0.05647 -1.04910 0.7602
Se -3.44809 1.02625 -0.77849 0.0024
Se -2.30456 -0.73483 -2.45250 0.0161
C -1.66884 -2.24759 -1.48296 0.0080
C -2.42868 -3.39953 -1.36135 0.0035
C -1.88960 -4.48071 -0.67563 -0.0027
C -0.61029 -4.38436 -0.16061 0.0023
C 0.09484 -3.20215 -0.33968 0.0035
N -0.42977 -2.15511 -0.96614 0.0811
C -2.17375 2.41470 -1.06970 0.0051
C -2.67811 3.70312 -1.22194 0.0019
C -1.79865 4.74281 -1.46321 -0.0004
C -0.44563 4.45991 -1.57529 0.0003
C -0.03236 3.15071 -1.43106 0.0121
N -0.87636 2.14444 -1.15440 0.0420
H -3.41557 -3.43949 -1.79921 0.0010
H -2.46006 -5.39266 -0.56135 -0.0002
H -0.15609 -5.21092 0.36714 0.0005
H 1.11265 -3.08315 0.01155 0.0008
H -3.74503 3.87114 -1.17029 0.0005
H -2.16191 5.75426 -1.58501 0.0000
H 0.27644 5.23911 -1.77301 0.0001
H 1.01097 2.87765 -1.52691 0.0076
C -2.29600 -0.14715 4.07234 -0.0004
C -0.96262 0.02859 4.43055 0.0000
C 0.02421 0.06657 3.46516 -0.0004
C -0.32004 -0.09059 2.12052 0.0004
C -1.63684 -0.31058 1.77309 0.0009
C -2.62986 -0.32655 2.74107 0.0003
N 0.66789 -0.05880 1.08400 0.0026
N 1.85067 -0.03736 1.48059 -0.0001
C 2.80742 -0.00007 0.49331 0.0076
C 4.15446 0.00421 0.86457 0.0007
C 5.12964 0.00244 -0.10660 -0.0019
C 4.75391 -0.02266 -1.44696 0.0019
C 3.41464 -0.03609 -1.81587 0.0092
C 2.40497 0.00140 -0.85925 0.0384
H -3.06581 -0.16521 4.83243 0.0000
H -0.69740 0.13736 5.47371 0.0000
H 1.06207 0.20694 3.72726 0.0000
H -1.87256 -0.50091 0.73871 0.0011
H -3.66152 -0.48602 2.45479 0.0000
H 4.40274 -0.00056 1.91863 0.0003
H 6.17465 0.01006 0.17021 -0.0001
H 5.51464 -0.03428 -2.21750 0.0004
H 3.17464 -0.07969 -2.86822 0.0015
S 0.85467 0.07282 -4.40654 -0.0131
C 0.59658 0.05610 -2.90086 0.0052
```

As for the total charge: +1. As for the expectation value of S²: 0.7552. For the energy above the lowest of the compared OMol25 structures with the same formula, charge and spin, the calculation gives 29.13 kJ/mol. The value obtained for the LUMO energy (alpha / beta) is -4.77 / -4.76 eV. The calculation puts the total energy at -6410.77440 Eh. Its multiplicity is 2.

=====

Entry 3:
This record from OMol25 describes a molecular structure, C23H18AuF2N3O2S. The level of theory is ωB97M-V/def2-TZVPD.

```
50
Properties=species:S:1:pos:R:3:mulliken_charge:R:1
Au -0.05021 -0.12931 -0.24957 1.2611
O -1.47052 1.15302 3.61793 -0.8155
C -1.20422 0.89823 2.43795 -0.0211
N -0.07408 0.88878 1.79397 -0.0516
C 1.17624 1.13681 2.40141 -1.0726
C 2.32119 0.61556 1.52196 0.8819
C 3.62500 0.72315 1.99724 -0.9135
C 4.67880 0.24956 1.24736 -0.2406
C 4.42474 -0.34690 0.01829 -0.7462
C 3.11859 -0.42837 -0.40236 -0.3210
N 2.10176 0.05516 0.32540 -0.1667
C -2.39315 0.53875 1.50715 0.8963
C -3.67726 0.72652 1.99180 -0.7026
C -4.76037 0.44149 1.18123 -0.2503
C -4.54424 -0.05041 -0.09659 -0.7303
C -3.24482 -0.23736 -0.51766 -0.3531
N -2.20333 0.05978 0.26281 -0.1837
H 1.26762 0.67300 3.39223 0.5339
H 1.35690 2.20989 2.55211 0.3322
H 3.78781 1.17934 2.96579 0.4380
H 5.69294 0.33142 1.61703 0.4129
H 5.21808 -0.74642 -0.59716 0.3841
H 2.85006 -0.89776 -1.33884 0.4424
H -3.77625 1.09485 3.00260 0.4966
H -5.76922 0.59409 1.54307 0.4238
H -5.36292 -0.29345 -0.75882 0.3908
H -3.01562 -0.64726 -1.49178 0.4569
F 0.99729 2.52654 -0.30729 -0.2600
C -0.03410 1.81262 -0.80870 -0.0337
F -1.16592 2.48357 -0.52680 -0.2458
H 0.08127 1.74907 -1.90074 0.3879
C 2.71672 -8.49008 1.93430 -0.8506
C 1.76406 -9.62881 1.67573 0.6075
O 2.03998 -10.77370 1.91709 -0.5412
S 0.14959 -9.33321 0.94648 -0.1235
C 0.08757 -7.58412 0.69692 -0.4877
C 0.56583 -7.02918 -0.48668 -0.1486
C 0.51974 -5.66008 -0.68828 -0.6196
C -0.01593 -4.81527 0.28582 0.6521
C -0.51372 -5.37941 1.46346 -0.5619
C -0.46469 -6.74852 1.66537 -0.1775
C -0.05170 -3.39417 0.07320 0.0797
C -0.04479 -2.20740 -0.19040 -1.0686
H 3.30301 -8.74480 2.81446 0.3233
H 2.22363 -7.53062 2.06251 0.2854
H 3.39315 -8.42058 1.08015 0.2448
H 0.97937 -7.67657 -1.24979 0.4386
H 0.89655 -5.23084 -1.60715 0.4397
H -0.93832 -4.73087 2.21817 0.4563
H -0.85252 -7.17960 2.57986 0.4215
```

For the energy above the lowest of the compared OMol25 structures with the same formula, charge and spin, the calculation gives 327.24 kJ/mol. The value obtained for the LUMO energy (alpha / beta) is -1.33 / -1.33 eV. The calculation puts the total energy at -1935.47388 Eh.

=====

Entry 4:
This record from OMol25 describes a molecular structure, C23H18BFeN7O6. The level of theory is ωB97M-V/def2-TZVPD.

```
56
Properties=species:S:1:pos:R:3:mulliken_charge:R:1
Fe -0.91678 0.21094 0.14820 0.5223
O 2.63860 1.20456 1.97983 -0.8997
C 1.50848 1.05920 1.46144 0.2784
N 1.13176 0.30963 0.43953 0.3014
C 2.21073 -0.44858 -0.16278 -1.1416
C 2.68514 0.04752 -1.50801 0.5262
C 4.05120 0.24276 -1.72671 -0.9333
C 4.48473 0.66094 -2.97259 -0.3066
C 3.54361 0.88156 -3.96713 -0.8861
C 2.20830 0.66574 -3.65729 0.0075
N 1.79107 0.25456 -2.46658 0.1420
C 0.37018 1.86742 2.03823 0.4088
C 0.59197 2.78152 3.05810 -0.7816
C -0.46872 3.54465 3.51054 -0.2482
C -1.71630 3.37142 2.92782 -0.8335
C -1.85788 2.42782 1.92531 -0.3419
N -0.83641 1.68877 1.49622 0.5652
H 1.90524 -1.49625 -0.28328 0.3538
H 3.07666 -0.42535 0.50328 0.2760
H 4.74968 0.08406 -0.91470 0.3750
H 5.54030 0.82318 -3.16149 0.3729
H 3.82632 1.21608 -4.95688 0.3820
H 1.43394 0.83002 -4.40178 0.2526
H 1.59639 2.86043 3.44889 0.4899
H -0.32843 4.26916 4.30470 0.3782
H -2.57518 3.94791 3.24487 0.4042
H -2.80858 2.23547 1.44734 0.4690
B -3.46696 -0.95743 2.18713 0.1925
N -2.09253 -1.67495 2.23901 -0.5482
C -1.78025 -2.69553 3.04951 -0.1591
C -0.41809 -2.91488 2.97650 -1.3537
C 0.02964 -1.95040 2.06817 -0.1362
N -0.98636 -1.21073 1.63362 1.0418
N -3.81237 -0.56368 0.73291 -0.4216
C -5.01281 -0.67020 0.14812 -0.1244
C -5.01568 0.09995 -0.99847 -1.3318
C -3.73339 0.65697 -1.03655 -0.3725
N -3.01887 0.25373 0.01114 0.4848
H -3.42824 0.04367 2.88024 -0.2255
H -4.30980 -1.73996 2.57758 -0.2104
H -2.55353 -3.18637 3.61654 0.4215
H 0.16222 -3.66401 3.48752 0.3676
H 1.02448 -1.76188 1.70580 0.4203
H -5.77911 -1.27799 0.60008 0.4330
H -5.80930 0.22028 -1.71558 0.3791
H -3.29351 1.31985 -1.76154 0.7492
O -1.40616 -0.16203 -5.87477 -0.7543
C -1.29586 -0.08960 -4.66066 0.4712
C -1.18007 -1.25652 -3.71466 -0.0857
O -1.18471 -2.44006 -4.02975 -0.7590
C -1.05015 -0.66665 -2.38184 1.2965
C -1.04401 0.75523 -2.47479 0.9879
O -0.91766 1.46830 -1.42997 -0.9929
C -1.22071 1.17752 -3.85569 -0.1566
O -1.28211 2.32241 -4.30314 -0.7986
O -0.94044 -1.23968 -1.25846 -0.9478
```

As for the total charge: -2. For the energy above the lowest of the compared OMol25 structures with the same formula, charge and spin, the calculation gives 12.95 kJ/mol. The value obtained for the LUMO energy is 4.63 eV. The calculation puts the total energy at -3010.75381 Eh.

=====

Entry 5:
This record from OMol25 describes a molecular structure, C23H18BeCl2N5O2. The level of theory is ωB97M-V/def2-TZVPD.

```
51
Properties=species:S:1:pos:R:3:mulliken_charge:R:1
Be 0.00327 0.29470 -0.37652 -0.7353
C -1.26637 2.87075 -0.40453 -0.6620
N 0.00321 2.44556 -0.95146 -0.2558
C 1.27228 2.86921 -0.40126 -0.6563
C 2.18408 1.72324 -0.73038 0.1631
N 1.68240 0.52822 -0.96758 0.4172
C 2.77803 -0.30269 -1.21974 0.2289
C 2.84104 -1.65408 -1.55567 -0.4404
C 4.09236 -2.19594 -1.76497 -0.8112
C 5.25956 -1.42365 -1.65328 -0.4188
C 5.20946 -0.08283 -1.33277 -1.0800
C 3.94480 0.45213 -1.12021 0.6148
N 3.52403 1.74238 -0.81032 -0.0609
C -2.17783 1.72309 -0.73048 0.1634
N -1.67505 0.52815 -0.96625 0.4177
C -2.77008 -0.30390 -1.21842 0.2263
C -2.83207 -1.65532 -1.55478 -0.4406
C -4.08303 -2.19794 -1.76434 -0.8126
C -5.25071 -1.42645 -1.65263 -0.4127
C -5.20176 -0.08564 -1.33218 -1.0834
C -3.93737 0.45016 -1.11948 0.6165
N -3.51771 1.74089 -0.81054 -0.0598
H -1.16982 2.95818 0.67976 0.1764
H -1.64912 3.81537 -0.80333 0.5643
H 0.00524 2.48548 -1.96315 0.3375
H 1.65485 3.81630 -0.79428 0.5651
H 1.17382 2.94962 0.68343 0.1766
H 1.94340 -2.24667 -1.65499 0.5523
H 4.17923 -3.24123 -2.02818 0.4133
H 6.21919 -1.88990 -1.82903 0.3966
H 6.10674 0.51574 -1.25556 0.4108
H 4.11052 2.55053 -0.68759 0.2184
H -1.93410 -2.24723 -1.65472 0.5539
H -4.16906 -3.24319 -2.02798 0.4111
H -6.21000 -1.89338 -1.82859 0.3969
H -6.09941 0.51239 -1.25534 0.4109
H -4.10495 2.54869 -0.68912 0.2196
Cl -0.02954 -2.49883 5.99715 -0.2029
C -0.01955 -1.56271 4.54104 0.1130
C -0.01486 -0.16068 4.63780 -0.5393
C -0.00689 0.61634 3.51105 0.1764
Cl -0.00109 2.34401 3.63851 -0.2118
C -0.00322 0.04575 2.21489 -0.4075
O 0.00458 0.79257 1.16451 0.2297
C -0.00814 -1.36846 2.15064 1.2550
C -0.00368 -2.00712 0.87943 -0.0878
O 0.00275 -1.42647 -0.22073 -0.0885
C -0.01614 -2.16430 3.31665 -1.2249
H -0.01756 0.30623 5.61346 0.4597
H -0.00616 -3.10334 0.86755 0.3567
H -0.01955 -3.24373 3.23453 0.4504
```

As for the total charge: +1. For the energy above the lowest of the compared OMol25 structures with the same formula, charge and spin, the calculation gives 18.55 kJ/mol. The value obtained for the LUMO energy is -3.10 eV. The calculation puts the total energy at -2246.71000 Eh.

=====

Entry 6:
This record from OMol25 describes 11 unconnected molecules or ions with the total composition C23H18Cl40NS in a non-equilibrium geometry. The level of theory is ωB97M-V/def2-TZVPD.

```
83
Properties=species:S:1:pos:R:3:mulliken_charge:R:1
C 7.09439 -2.52105 0.89753 0.0385
C 6.32300 -1.86318 0.24196 -0.8772
C 5.18394 -1.12628 -0.44898 0.0525
C 3.86853 -1.35163 0.41683 -0.0756
C 2.65099 -1.61560 -0.52693 -0.3349
C 1.64248 -2.66361 -0.02288 0.9909
C 2.03861 -3.71885 0.82973 -0.6130
C 1.12822 -4.71520 1.26409 -1.0653
C -0.21318 -4.62017 0.80022 0.7082
C -0.56614 -3.55035 -0.01912 -0.0901
N 0.33550 -2.60569 -0.41069 0.1666
C -0.19679 -1.51730 -1.28023 -1.1255
S -1.17482 -0.37540 -0.22966 0.3716
C -0.04357 0.56189 0.86974 0.8872
C -0.43281 0.47814 2.38537 -1.1243
H 7.53670 -3.13706 1.67506 0.3957
H 5.48047 -0.06092 -0.54326 0.1275
H 5.10724 -1.56101 -1.46361 0.2934
H 4.10490 -2.17121 1.11284 0.4205
H 3.76220 -0.42642 1.01953 -0.2948
H 2.19425 -0.62566 -0.73766 -0.1178
H 3.03839 -1.97962 -1.50588 0.4631
H 3.07204 -3.82934 1.18149 0.3943
H 1.43511 -5.53656 1.92737 0.4642
H -0.94669 -5.38208 1.10842 -0.6442
H -1.63280 -3.46960 -0.37963 0.6639
H -0.91052 -1.96226 -2.00466 0.4219
H 0.58745 -1.02960 -1.87894 0.4948
H -0.12585 1.62330 0.55996 0.4626
H 1.02030 0.28383 0.75873 -1.0099
H -0.84547 1.44142 2.74746 0.2067
H -1.07702 -0.38624 2.63675 0.3442
H 0.51610 0.34359 2.95284 0.3004
C 2.79283 2.92132 1.56397 0.1854
Cl 1.23655 3.70179 1.86927 0.0492
Cl 4.08792 4.11512 1.67115 -0.0575
Cl 3.05709 1.64298 2.76512 -0.1818
Cl 2.78089 2.20855 -0.06512 -0.0671
C -4.97007 -2.61281 0.54698 0.1427
Cl -5.34210 -2.04377 2.17798 -0.0962
Cl -5.96768 -4.01526 0.15878 -0.0689
Cl -5.28613 -1.32463 -0.61713 -0.0207
Cl -3.24769 -3.07768 0.47309 0.0351
C -3.79203 1.92924 -2.40253 0.1571
Cl -2.97745 0.45457 -2.96573 -0.0902
Cl -2.95157 3.34540 -3.04560 0.0397
Cl -5.46732 1.92538 -2.96602 -0.0781
Cl -3.76689 1.98698 -0.63079 -0.0567
C -1.84155 7.23250 -3.69407 0.2715
Cl -1.03237 5.75782 -4.25770 -0.1086
Cl -0.99619 8.64746 -4.33441 -0.0996
Cl -3.51817 7.24112 -4.25855 0.0067
Cl -1.81299 7.27722 -1.92357 -0.0711
C -1.67766 5.47587 4.16844 0.3213
Cl -3.23226 6.25316 4.48588 -0.0902
Cl -0.38126 6.67335 4.27887 -0.0827
Cl -1.40159 4.19276 5.35666 -0.0990
Cl -1.69155 4.77328 2.53905 -0.0776
C 5.71428 1.89574 -3.63804 0.2440
Cl 4.81277 1.84749 -2.10825 -0.0046
Cl 4.58366 2.13387 -4.97755 -0.0961
Cl 6.87083 3.22947 -3.59422 -0.0875
Cl 6.57989 0.36620 -3.85715 -0.1015
C -3.95309 -7.36723 -2.01252 0.2233
Cl -4.55742 -8.88213 -1.33346 -0.0770
Cl -3.11710 -7.69372 -3.53740 -0.0961
Cl -5.30540 -6.26735 -2.29592 -0.0807
Cl -2.82041 -6.61031 -0.87327 0.0577
C 6.41008 4.50485 5.08500 0.3013
Cl 5.37983 5.93946 4.96014 -0.0878
Cl 6.79658 4.20045 6.78374 -0.0958
Cl 5.55253 3.10732 4.41283 -0.0284
Cl 7.90468 4.77021 4.17606 -0.0934
C -6.98823 5.46051 -5.36616 0.3218
Cl -6.58752 7.18390 -5.44762 -0.1012
Cl -8.74380 5.26596 -5.27306 -0.0955
Cl -6.37886 4.64506 -6.81374 -0.1054
Cl -6.23804 4.74773 -3.92944 -0.0150
C -3.65664 -7.60449 2.96178 0.2702
Cl -3.42257 -7.52236 4.71123 -0.0895
Cl -5.30188 -7.10159 2.55689 -0.0608
Cl -2.49989 -6.51695 2.16002 -0.1844
Cl -3.38583 -9.25871 2.40248 -0.0765
```

As for the total charge: +1. The value obtained for the LUMO energy is -3.80 eV. The calculation puts the total energy at -19747.34935 Eh.